21
Properties=species:S:1:pos:R:3:mulliken_charge:R:1 method="wB97M-V/def2-TZVPD" relative_energy_kj_mol=157.2 total_charge=0 lumo_energy_ha=0.032 fmax_ha_per_bohr=0.0413 smiles=CC(C)NCN.O gap_ev=9.5323
O -0.440 2.090 2.342 -0.70
N -1.783 1.402 -0.141 -0.55
N -0.263 -0.526 0.011 -0.15
C 0.916 -1.284 -0.465 0.53
C -1.538 -0.023 -0.408 -0.75
C 1.163 -1.209 -1.975 -1.38
C 2.123 -0.833 0.323 -1.34
H -1.420 1.969 -0.890 0.19
H 2.983 -1.492 0.142 0.39
H 1.888 -1.913 -2.384 0.38
H -1.646 -0.338 -1.459 0.27
H 1.459 -0.182 -2.204 0.31
H -2.755 1.513 0.090 0.26
H -0.994 1.860 1.574 0.43
H -2.441 -0.468 0.018 0.34
H 0.194 -1.392 -2.455 0.35
H 0.028 1.257 2.566 0.29
H -0.306 -0.705 1.004 0.18
H 0.645 -2.325 -0.205 0.22
H 1.924 -0.920 1.387 0.39
H 2.339 0.212 0.088 0.31